(1)
Formula: C33H90O12
Source: the OMol25 dataset
Level of theory: ωB97M-V/def2-TZVPD

- SMILES: CC(C)O.CC(C)O.CC(C)O.CC(C)O.CC(C)O.CC(C)O.CC(C)O.CC(C)O.CC(C)O.CC(C)O.CC(C)O.O
- E: -2214.13531 Eh
- Relative energy (zero: lowest compared OMol25 entry of this formula, charge and spin): 75.1 kJ/mol
- 2S+1: 1
- HOMO energy: -0.358 hartree

Last column: Löwdin charge in e.
Cartesian coordinates (Å):
O 4.33818 9.51518 2.21737  -0.05
O 7.17317 15.71503 11.19226  -0.06
O 10.46744 5.80581 5.77380  -0.07
O 7.51144 15.58541 8.40877  -0.06
O 9.96258 10.21467 -0.07814  -0.05
O 13.72287 13.25059 8.73152  -0.04
O 12.14320 6.15707 8.16934  -0.05
O 4.85536 6.41562 8.84596  -0.06
O 12.54610 15.45638 5.17845  -0.06
O 4.72111 13.01331 7.44630  -0.09
O 7.33892 7.55819 12.04250  -0.05
O 7.43990 12.75060 8.01367  -0.10
C 13.29612 7.23132 9.97908  -0.06
C 10.59027 6.65658 4.62570  -0.48
C 8.26701 8.60935 12.28923  -0.48
C 6.55066 14.06326 12.84587  -0.05
C 9.33862 10.71750 2.19275  -0.05
C 11.95204 6.97229 9.32231  -0.47
C 2.52008 13.12536 8.32769  -0.06
C 4.46774 12.01650 9.57092  -0.06
C 11.42479 13.80509 8.68186  -0.05
C 10.12261 15.51045 4.81687  -0.05
C 11.23091 8.28805 8.99933  -0.06
C 4.23379 7.63929 8.44960  -0.49
C 7.68949 14.69497 12.05780  -0.47
C 5.60944 7.75652 1.16866  -0.06
C 8.93984 10.92839 7.63659  -0.04
C 12.60783 13.49430 10.88812  -0.05
C 10.72990 8.09769 5.03518  -0.05
C 8.49434 13.67268 11.26589  -0.04
C 8.41718 12.25362 7.09746  -0.46
C 3.76886 12.25811 8.24381  -0.47
C 7.82677 12.21252 5.69897  -0.04
C 5.21762 8.53653 7.71433  -0.06
C 3.00233 7.37416 7.57568  -0.05
C 12.50605 13.03072 9.42324  -0.49
C 11.78443 6.12166 3.82708  -0.05
C 11.59899 13.69650 3.87475  -0.06
C 5.66213 8.97674 2.09669  -0.47
C 11.48801 15.15426 4.24308  -0.48
C 9.05966 9.85580 0.97582  -0.47
C 8.09671 9.68595 11.21752  -0.05
C 9.18186 8.34193 1.26638  -0.04
C 9.66403 8.04563 12.37003  -0.06
C 6.23456 8.62403 3.47478  -0.04
H 12.23341 16.18875 5.71867  0.08
H 6.55974 7.24182 1.04966  0.06
H 5.94727 8.93099 8.41962  0.07
H 10.22343 8.02019 1.30258  0.07
H 11.93747 5.05835 3.99930  0.08
H 11.35114 9.00042 9.81954  0.07
H 10.79763 9.76484 0.08806  0.08
H 8.35290 15.19867 12.77441  0.14
H 11.61952 8.74516 8.08806  0.07
H 11.24755 5.92057 6.33580  0.05
H 8.42402 9.34181 10.23277  0.06
H 5.60739 12.77136 7.77169  0.02
H 4.54412 12.96766 10.10401  0.08
H 1.99920 13.20699 7.37358  0.08
H 11.30757 6.44532 10.02730  0.13
H 7.35361 13.12572 5.33537  0.09
H 5.65704 13.84426 12.25876  0.07
H 7.98251 9.03455 13.25378  0.14
H 7.04778 11.46084 5.53969  0.07
H 9.85906 8.49056 5.55410  0.07
H 13.82781 6.31705 10.23102  0.08
H 11.60592 8.22789 5.67760  0.07
H 3.99396 8.11558 9.40175  0.14
H 7.27601 7.32312 11.11264  0.08
H 7.82744 13.21426 10.53578  0.08
H 1.83291 12.57418 8.98270  0.08
H 9.37651 14.20115 10.90583  0.06
H 9.90115 16.57702 4.77414  0.08
H 7.31773 15.51727 9.37102  0.02
H 6.92519 7.78314 3.45263  0.07
H 10.46428 13.74290 9.19006  0.05
H 8.06863 10.01841 0.55533  0.12
H 12.96892 14.52370 10.90880  0.09
H 2.30897 6.71002 8.09022  0.08
H 11.22643 13.03667 4.66087  0.07
H 11.67957 6.25095 2.74588  0.07
H 6.58925 16.27012 11.71739  0.10
H 5.24647 8.09906 0.19470  0.08
H 13.88492 7.90708 9.35227  0.09
H 9.19549 11.77391 1.96363  0.08
H 9.27654 12.93693 7.06373  0.10
H 9.89939 15.08839 5.79759  0.07
H 3.86999 8.86996 2.76580  0.08
H 7.07067 10.04491 11.21028  0.08
H 9.85304 10.62834 7.11176  0.07
H 2.72729 14.13129 8.68468  0.08
H 13.25636 12.80000 11.42389  0.08
H 3.21395 7.01474 6.56903  0.08
H 5.42048 11.50474 9.46265  0.06
H 8.60950 10.49374 2.97727  0.06
H 9.69513 6.53328 4.01334  0.12
H 6.19686 14.78630 13.59183  0.08
H 8.66030 7.89382 0.42272  0.08
H 10.97260 8.60891 4.09643  0.07
H 11.31761 13.45786 7.65267  0.07
H 8.69491 8.12042 2.21350  0.05
H 3.53288 11.34370 7.68483  0.12
H 11.63310 13.51816 11.37782  0.06
H 9.80064 7.27222 11.60669  0.07
H 8.79017 10.51212 11.40861  0.07
H 9.83890 7.48498 13.29064  0.08
H 12.25722 11.96270 9.45335  0.13
H 10.47172 8.76751 12.23058  0.07
H 6.86889 13.16010 13.36670  0.08
H 12.71613 6.61864 4.11964  0.08
H 4.81826 7.04180 1.42052  0.08
H 4.66878 9.31334 7.17691  0.07
H 7.53751 13.71699 8.09490  0.05
H 12.95202 6.44649 7.73200  0.09
H 8.19237 10.15890 7.41785  0.08
H 6.22057 9.75943 1.58140  0.12
H 10.34580 10.54025 2.57110  0.08
H 8.88770 12.89895 11.92420  0.08
H 9.22190 10.92716 8.68689  0.06
H 10.15245 8.15428 8.90469  0.07
H 2.50124 8.34175 7.46406  0.07
H 14.43816 12.92109 9.28862  0.09
H 11.13811 13.51571 2.90385  0.08
H 5.14997 5.95044 8.05422  0.09
H 11.68534 15.77100 3.35954  0.13
H 6.66187 15.79163 7.99767  0.06
H 6.70675 9.45556 3.99884  0.06
H 13.11756 7.76798 10.91642  0.08
H 5.35486 8.34514 4.06499  0.07
H 3.84021 11.43671 10.26273  0.08
H 12.65455 13.43246 3.76733  0.08
H 9.38635 15.03912 4.15265  0.08
H 8.66389 12.01830 5.01518  0.07
H 5.70339 7.97855 6.90628  0.08
H 11.65956 14.86894 8.60107  0.09

---

(2)
Formula: C33H92N8O9
Source: the OMol25 dataset
Level of theory: ωB97M-V/def2-TZVPD

- SMILES: COC[C@H](C)N.COC[C@H](C)N.COC[C@H](C)N.COC[C@H](C)N.COC[C@H](C)N.COC[C@H](C)N.COC[C@H](C)N.COC[C@H](C)N.CO
- E: -2427.53678 Eh
- Relative energy (zero: lowest compared OMol25 entry of this formula, charge and spin): 31.5 kJ/mol
- 2S+1: 1
- HOMO energy: -0.309 hartree

Last column: Löwdin charge in e.
Cartesian coordinates (Å):
O 2.34886 5.16503 -3.91783  -0.17
O -3.85196 -4.96901 -0.53095  -0.18
O -2.17329 -0.70961 0.13372  -0.22
O 3.12842 1.98839 4.66913  -0.20
O -0.97946 0.40263 4.45936  -0.22
O -2.54851 4.31367 0.62961  -0.19
O -4.97857 0.66468 3.48520  -0.13
O -0.12190 -0.49075 -5.59313  -0.18
O 5.17860 -2.61310 0.42894  -0.18
N -1.51384 2.20520 -1.11343  0.08
N -0.36972 -2.68301 6.25266  0.05
N -4.43621 -4.37242 -4.11621  0.05
N 2.36604 -1.04114 -4.29425  0.06
N 0.60527 -0.65211 -0.59408  0.07
N 6.56160 -0.12642 1.49870  0.04
N 1.12706 1.82077 -3.16547  0.06
N 2.09264 0.63977 2.37261  0.07
C -1.38232 -0.00250 -5.30739  -0.13
C -0.24505 -1.26071 6.00657  -0.48
C 5.28126 -0.25572 0.75554  -0.41
C 1.31787 2.84402 1.49661  -0.05
C 3.40873 2.81988 -2.76252  -0.05
C -3.37439 -0.50702 0.81233  -0.12
C 2.29280 2.67823 3.76481  -0.20
C -2.87403 -3.28923 -2.47012  -0.04
C -2.53732 3.21981 -1.45792  -0.40
C -4.54353 -4.88410 -1.73665  -0.28
C -1.31104 -1.68673 0.75169  -0.17
C -3.45287 2.67913 -2.58473  -0.05
C 1.76449 3.93946 -4.15223  -0.28
C -3.28027 4.61712 1.79915  -0.11
C 0.14450 -1.69624 -4.91920  -0.24
C 1.71044 -3.34253 -4.08241  -0.06
C 1.90778 3.04268 -2.95733  -0.45
C -4.81282 -5.48171 0.38927  -0.11
C -0.14034 -1.85282 -0.21999  -0.41
C 4.63094 -3.86429 0.87806  -0.08
C 0.91944 -2.81100 0.41097  -0.06
C -3.66946 -4.54013 -2.88991  -0.45
C -5.96451 1.48341 2.92469  -0.18
C 2.32270 2.09635 2.34466  -0.44
C -1.79883 1.21568 5.30662  -0.09
C 1.20390 -0.83026 5.88362  -0.04
C -3.41140 3.65460 -0.27468  -0.22
C 5.56746 -0.07320 -0.75698  -0.03
C 4.48917 2.10705 4.35001  -0.10
C -1.04982 -0.97906 4.78564  -0.23
C 4.55586 -1.52924 1.03933  -0.27
C 1.60453 -2.09090 -4.90660  -0.46
C 2.33584 5.84635 -5.14926  -0.11
H 0.43097 -3.71678 0.82717  0.09
H 3.51469 -1.46723 0.67042  0.11
H 4.70173 1.63070 3.36926  0.07
H 4.52169 -1.66877 2.14281  0.13
H 1.92450 -2.30736 -5.92456  0.14
H -4.17192 5.21294 1.57970  0.09
H -2.59268 5.17039 2.42077  0.08
H -2.69072 0.69489 5.70515  0.09
H 1.26592 0.29780 5.78708  0.09
H -3.82260 0.36731 0.34829  0.07
H -4.73441 -3.40889 -4.10048  0.07
H -1.60483 -0.33436 -4.25864  0.08
H 2.57396 3.73046 3.71609  0.12
H -3.80502 -4.54446 -4.87764  0.07
H -4.28965 3.36950 -2.72992  0.07
H 5.02440 1.57325 5.12933  0.09
H -1.99806 4.11637 -1.75300  0.14
H 1.82635 -1.20141 6.70094  0.08
H 1.52649 3.57070 -2.04497  0.14
H -5.03638 -5.80944 -1.96835  0.11
H -0.91424 2.58237 -0.41372  0.04
H -1.35230 1.09761 -5.27296  0.08
H 0.32385 2.77478 1.97439  0.08
H -5.44612 0.01776 4.02101  0.08
H -5.58273 -4.70031 0.57226  0.10
H -2.16959 -0.33584 -6.02682  0.10
H -5.53492 1.98664 2.04992  0.06
H 3.32054 2.18490 1.90407  0.12
H 2.78734 6.80314 -5.05093  0.08
H 1.76573 -3.02055 -0.22535  0.05
H -6.31482 2.24275 3.66908  0.09
H -5.34594 -4.08963 -1.67110  0.15
H 1.46638 1.03832 -2.60120  0.04
H 3.61468 2.14795 -1.90700  0.07
H -0.45497 -2.50293 -5.34369  0.12
H 6.39607 -0.70656 -1.06917  0.08
H 1.29333 5.87954 -5.51538  0.09
H 1.28504 2.44013 0.46780  0.07
H 4.64583 0.53345 1.10257  0.09
H 0.01876 -2.95458 7.12956  0.07
H 0.14821 1.98505 -2.89895  0.05
H -4.13600 -1.29325 0.71632  0.09
H -3.17786 -0.34696 1.90311  0.09
H -1.84656 -2.64900 0.89325  0.13
H 1.59096 3.90947 1.50216  0.09
H -0.22193 -1.66011 -3.85925  0.11
H 1.61613 -1.24377 4.95839  0.07
H 2.04088 -0.16363 -4.68612  0.05
H 4.68575 -0.41654 -1.27706  0.07
H -3.58478 -2.44365 -2.46260  0.09
H 3.54143 -3.82200 0.76642  0.06
H -3.83246 1.66178 -2.35390  0.08
H 5.77076 0.93445 -1.00501  0.06
H 0.71084 4.05961 -4.48365  0.13
H 3.76879 2.25185 -3.62088  0.08
H 2.18110 -1.02816 -3.30340  0.05
H -0.01390 0.00729 -1.05611  0.04
H -2.07819 1.99139 4.57632  0.09
H 2.79110 0.22586 2.98719  0.06
H -6.83399 0.88160 2.58286  0.09
H 1.17094 -4.16554 -4.55594  0.08
H 2.95157 5.28379 -5.86222  0.09
H -0.68671 -1.59577 3.95692  0.12
H -3.05377 -5.42415 -3.01264  0.14
H 1.25705 2.58479 4.11532  0.13
H -0.99165 -1.29457 1.74196  0.12
H -2.52127 -3.39535 -1.43796  0.06
H -3.61041 3.70836 2.36316  0.09
H -2.09441 -1.23702 5.04857  0.12
H 1.29834 -3.16046 -3.07914  0.07
H -4.19874 4.33599 -0.57899  0.12
H 1.33811 -2.31693 1.30412  0.06
H 1.09304 -0.22012 0.19072  0.05
H -1.31782 -2.99456 6.19306  0.06
H -2.08032 -3.03651 -3.15782  0.06
H 5.07092 -4.70201 0.31780  0.09
H -1.93635 1.32669 -0.81335  0.05
H 2.75667 -3.55515 -3.99702  0.07
H -1.20506 1.67236 6.10785  0.09
H -4.27133 -5.56468 1.32317  0.08
H 7.12270 -0.93289 1.24790  0.07
H 4.84355 3.14318 4.32635  0.10
H -0.50588 -2.34707 -1.11442  0.11
H -5.22264 -6.46322 0.10159  0.10
H 6.39232 -0.26765 2.48378  0.05
H 2.31765 3.39712 -4.95270  0.13
H 3.91342 3.77703 -2.69452  0.08
H -0.69679 -0.67404 6.81351  0.13
H 4.80631 -4.02883 1.95598  0.09
H -3.81309 2.73680 0.22017  0.12
H 1.20534 0.46634 2.85557  0.07
H -2.86310 2.59930 -3.49888  0.06

---

Which of these has the highest HOMO energy?
C33H92N8O9

---

HOMO energy of number 2 (C33H92N8O9)?
-0.309 hartree

---

What is the 2S+1 in the first record?
1